126
Properties=species:S:1:pos:R:3:forces:R:3 method="wB97M-V/def2-TZVPD" total_energy_ev=-728729.76148 orbital_gap_ev=7.4 charge=+1 e_homo_ev=-11.55
C -2.151 -1.130 -1.765 0.6045 0.4743 -0.2551
C -1.062 -0.754 -2.800 -0.2919 0.3378 1.3103
C -0.777 0.749 -2.628 0.5189 -0.3299 -0.2006
C -0.003 1.392 -3.779 -0.6933 0.6975 0.1340
C 0.324 2.884 -3.519 0.0034 -0.5682 -0.9656
C -0.952 3.735 -3.333 0.4204 0.0643 0.6741
C -1.194 4.218 -1.868 1.1681 0.3748 -1.4170
C -0.546 5.612 -1.704 0.5752 0.2709 0.9424
C 1.012 5.568 -1.612 -0.3987 0.5163 -0.6611
C 1.555 6.691 -0.704 0.2048 0.5174 0.4740
C 1.965 6.209 0.668 -0.1387 -0.1323 0.5335
O 2.988 5.656 0.937 0.0187 -0.2256 -0.2528
O 1.019 6.410 1.663 -0.6898 -0.1792 -1.0768
O -0.646 3.289 -0.975 -0.7631 0.3429 0.2323
C -0.757 3.704 0.370 0.3123 -0.7466 0.9846
N -2.081 4.284 0.696 0.2624 -0.3889 -0.4235
C -2.968 3.827 -0.293 -0.0824 0.5665 0.3806
N -3.938 3.072 0.077 -0.2204 -0.5281 -0.4859
S -5.027 2.408 -1.117 -0.3998 0.0941 -0.6163
Si -4.215 2.616 1.878 -0.1773 -0.7931 1.7148
C -5.854 1.688 2.034 -0.8809 3.6529 -4.6821
C -4.346 4.100 3.008 0.2058 0.3917 -0.3569
C -2.873 1.404 2.384 -0.9583 1.2655 -1.0527
N -2.702 4.168 -1.629 0.6430 0.6922 -0.4166
S -3.570 5.525 -2.099 -3.3516 0.3259 1.2033
O -3.417 6.578 -1.154 1.5421 0.1349 -0.4654
O -4.920 5.139 -2.281 0.2709 -0.5768 -0.6270
F -3.010 5.888 -3.491 0.5929 -0.3777 0.6260
H -3.090 -0.628 -2.021 -0.1110 -0.3471 -0.0290
H -2.263 -2.205 -1.639 -0.2607 0.0631 -0.0718
H -1.817 -0.700 -0.812 -0.1353 -0.2199 0.0639
H -0.164 -1.288 -2.470 0.0196 -0.1176 -0.5910
H -1.346 -1.032 -3.815 0.1084 0.0107 0.0111
H -1.716 1.285 -2.429 0.0248 -0.0130 -0.2669
H -0.186 0.878 -1.713 -0.1480 -0.0596 -0.0405
H 0.897 0.835 -4.050 0.0380 0.0008 0.2406
H -0.639 1.395 -4.675 0.0844 -0.2076 0.0346
H 0.798 3.231 -4.444 0.0720 0.1061 0.1744
H 1.069 3.014 -2.736 -0.2002 -0.0494 0.1534
H -0.840 4.634 -3.940 -0.2275 -0.0727 -0.0054
H -1.834 3.193 -3.680 0.1016 -0.0260 -0.0143
H -0.777 6.282 -2.533 -0.2992 -0.2420 0.0048
H -0.881 6.153 -0.813 -0.2615 -0.2990 -0.0302
H 1.380 5.808 -2.614 0.0109 -0.3430 0.3156
H 1.403 4.583 -1.361 0.0138 0.0931 0.2223
H 0.827 7.497 -0.571 -0.0673 -0.1447 -0.1413
H 2.436 7.155 -1.147 0.0423 -0.2355 -0.0423
H 0.970 5.594 2.176 0.5467 0.2712 0.5603
H 0.052 4.369 0.670 -0.2699 0.3278 -0.2036
H -0.650 2.799 0.973 -0.0541 0.0119 -0.3344
H -2.069 5.301 0.730 0.0145 0.0062 -0.2298
H -4.579 1.130 -1.174 0.2660 0.2639 0.5289
H -5.764 1.099 2.946 -1.5692 7.4296 -11.9018
H -6.003 0.962 1.234 -0.2872 -0.0073 0.1348
H -6.707 2.361 2.153 -0.0265 -0.0199 -0.4642
H -3.683 4.930 2.759 0.0455 -0.1127 -0.0168
H -5.355 4.517 3.052 0.0078 -0.1987 0.0334
H -4.048 3.769 4.009 -0.1566 -0.0707 -0.0611
H -1.960 1.964 2.609 0.0495 -0.2137 0.1643
H -3.187 0.742 3.317 0.2169 3.2826 -3.7056
H -2.685 0.751 1.520 0.1117 -0.2015 0.2610
C 2.609 0.484 1.199 0.2773 -0.2326 0.0525
Cl 2.095 0.049 -0.436 0.0120 -0.0017 -0.0132
Cl 2.386 -0.895 2.275 -0.0112 0.1527 -0.1394
Cl 4.307 0.955 1.180 -0.2259 0.0135 -0.0316
Cl 1.623 1.839 1.774 0.0335 0.1188 0.1042
C 2.977 -4.912 2.462 0.0574 -0.0525 0.0253
Cl 4.703 -5.248 2.656 -0.0888 0.0583 0.0090
Cl 2.048 -6.395 2.699 0.0284 0.0588 -0.0392
Cl 2.501 -3.723 3.688 -0.0717 -0.1226 0.0618
Cl 2.662 -4.269 0.844 -0.0275 0.0777 0.1476
C 4.445 -7.831 -1.547 0.0063 -0.1385 0.0103
Cl 5.909 -7.643 -2.522 0.0082 0.0285 0.0563
Cl 3.051 -7.273 -2.479 0.1140 0.0532 0.0087
Cl 4.226 -9.531 -1.128 -0.0032 -0.0125 -0.0509
Cl 4.595 -6.890 -0.059 -0.0062 -0.2191 -0.2260
C 4.246 7.231 -4.537 0.1466 0.0582 -0.0982
Cl 3.898 8.497 -5.713 -0.0283 -0.0351 0.0368
Cl 2.885 6.089 -4.484 0.1655 0.0032 -0.1730
Cl 5.708 6.368 -5.006 -0.0704 0.0213 0.0229
Cl 4.475 7.954 -2.940 -0.0098 -0.0395 -0.0061
C 6.936 3.814 -0.318 -0.1464 0.1191 0.2245
Cl 7.206 2.157 0.236 0.1404 -0.0395 -0.0295
Cl 5.430 4.432 0.373 0.2178 -0.0639 -0.1955
Cl 8.281 4.834 0.194 -0.0040 -0.0333 -0.0394
Cl 6.821 3.826 -2.083 0.2025 0.2944 0.5654
C -1.266 -7.950 -2.101 0.0371 -0.0214 0.0716
Cl -0.011 -7.290 -1.047 -0.0626 0.0327 0.0147
Cl -0.847 -9.605 -2.551 -0.0498 0.0724 0.0348
Cl -2.802 -7.923 -1.230 -0.0772 -0.0546 -0.0542
Cl -1.408 -6.959 -3.559 0.0481 0.0004 0.0099
C -4.558 -0.579 4.901 -0.3613 -1.1774 1.9034
Cl -5.017 -2.263 4.658 0.0470 0.1522 -0.1159
Cl -5.618 0.501 3.892 3.3797 -10.0748 14.9861
Cl -4.709 -0.148 6.610 0.1274 -0.0032 -0.0820
Cl -2.884 -0.357 4.367 0.4032 -3.3754 3.5731
C -3.965 2.874 9.164 -0.0180 0.0258 0.0841
Cl -2.576 2.530 8.125 0.0390 0.0138 -0.0243
Cl -5.351 3.327 8.161 0.0055 -0.0043 -0.0111
Cl -4.366 1.431 10.101 0.0003 0.0162 -0.0537
Cl -3.570 4.200 10.258 -0.0123 -0.0464 -0.0477
C -4.391 -5.722 2.222 0.1488 0.1119 -0.1378
Cl -2.883 -4.830 2.474 0.0715 0.0535 -0.0145
Cl -5.194 -5.117 0.767 -0.0212 0.0401 -0.0279
Cl -4.021 -7.430 2.003 -0.1759 0.1412 0.2623
Cl -5.443 -5.460 3.616 -0.0474 -0.2300 0.0134
C -4.215 -11.600 2.550 -0.0212 -0.0605 0.0541
Cl -4.024 -10.491 1.183 0.0451 -0.1516 -0.0884
Cl -5.928 -11.964 2.775 0.0383 0.0224 -0.0097
Cl -3.331 -13.092 2.222 -0.0139 0.0468 0.0000
Cl -3.575 -10.841 4.012 -0.0068 0.0089 -0.0281
C 7.847 -3.565 0.691 0.0195 0.0135 -0.0702
Cl 8.413 -4.456 2.109 -0.0418 0.0225 -0.0154
Cl 7.111 -4.690 -0.454 0.0719 0.1012 0.0514
Cl 6.644 -2.363 1.190 -0.0054 0.0110 -0.0059
Cl 9.211 -2.745 -0.075 -0.0315 -0.0113 0.0329
C 5.794 1.977 -6.106 0.0926 0.0210 -0.0543
Cl 7.163 2.239 -7.189 -0.0533 0.0070 0.0355
Cl 4.327 2.639 -6.837 -0.0228 0.0276 0.0102
Cl 5.585 0.247 -5.825 -0.0103 0.0399 0.0095
Cl 6.099 2.787 -4.559 -0.2457 -0.4047 -0.5943
C 3.660 -13.311 0.136 0.0075 -0.0430 0.0152
Cl 5.129 -13.153 -0.834 -0.0322 0.0106 0.0109
Cl 2.274 -12.733 -0.799 0.0162 0.0107 0.0107
Cl 3.416 -15.005 0.567 0.0029 0.0455 -0.0134
Cl 3.820 -12.343 1.606 -0.0049 0.0038 -0.0271